No. 1
Below is an isolated molecule of C21H26N2O4, with properties calculated with the ωB97M-V functional and the def2-TZVPD basis.

```
53
Properties=species:S:1:pos:R:3
C -3.61 3.72 -1.54
H -4.04 4.45 -0.86
O -2.38 3.35 -0.98
C -1.61 2.42 -1.64
C -1.98 1.82 -2.84
C -1.15 0.88 -3.42
C 0.05 0.53 -2.83
C 0.42 1.14 -1.65
C -0.39 2.09 -1.04
C 0.02 2.68 0.28
N -0.06 1.66 1.32
C 1.08 1.11 1.78
O 2.18 1.51 1.44
C 0.97 -0.08 2.71
C -0.41 -0.28 3.33
C -1.48 -0.12 2.26
C -1.43 -1.10 1.08
O -1.82 -0.79 -0.02
N -1.02 -2.35 1.38
H -0.68 -2.58 2.30
C -1.00 -3.41 0.40
H -1.70 -4.20 0.70
H -1.33 -2.97 -0.54
C 0.40 -4.02 0.23
C 1.38 -3.06 -0.35
C 1.61 -2.67 -1.64
C 2.68 -1.74 -1.59
C 3.02 -1.62 -0.28
O 2.23 -2.42 0.48
C 4.06 -0.80 0.40
H 4.82 -0.50 -0.32
H 4.53 -1.37 1.20
H 3.62 0.10 0.83
H 3.13 -1.23 -2.41
H 1.09 -3.01 -2.51
H 0.32 -4.89 -0.42
H 0.77 -4.35 1.21
C -1.40 1.30 1.72
H -1.75 2.02 2.48
H -2.04 1.39 0.85
H -2.47 -0.26 2.71
H -0.46 -1.24 3.84
H -0.58 0.49 4.09
H 1.25 -0.95 2.11
H 1.74 0.03 3.48
H -0.63 3.52 0.54
H 1.06 3.01 0.24
H 1.36 0.88 -1.17
H 0.69 -0.21 -3.28
H -1.45 0.41 -4.35
H -2.91 2.06 -3.32
H -3.48 4.18 -2.53
H -4.29 2.87 -1.63
```

Orbital gap (eV): 8.6212
HOMO (eV): -7.957
SMILES: COc1ccccc1CN1C[C@@H](C(=O)NCCc2ccc(C)o2)CCC1=O

Atomic partial charges in e from the Löwdin method, atoms 1 to 8: -0.087, 0.093, -0.102, -0.229, -0.022, -0.079, -0.083, -0.018

=====

No. 2
Below is a structure of composition C21H33N3O7P2Sr, with properties calculated with the ωB97M-V functional and the def2-TZVPD basis.

```
67
Properties=species:S:1:pos:R:3
P 0.51 -2.31 -0.01
P 0.56 2.28 -0.37
C -0.08 -0.72 -0.75
C 0.90 0.50 -0.94
H -1.14 -0.49 -0.50
H -0.24 -1.07 -1.76
H 1.88 0.25 -0.51
H 1.06 0.62 -2.03
C -1.15 2.50 -1.03
H -1.85 2.85 -0.24
H -1.58 1.61 -1.52
H -1.10 3.32 -1.77
C 1.60 3.41 -1.34
H 1.10 3.83 -2.21
H 2.56 2.96 -1.63
H 1.82 4.24 -0.65
C -0.62 -3.60 -0.50
H -0.76 -4.29 0.35
H -0.18 -4.17 -1.34
H -1.59 -3.20 -0.80
C 2.16 -2.61 -0.56
H 2.72 -1.69 -0.78
H 2.15 -3.23 -1.46
H 2.70 -3.16 0.22
Sr -1.38 0.79 1.34
C 0.25 1.63 -3.98
C -1.09 1.63 -3.93
C -1.92 0.76 -4.82
C -1.49 -0.72 -4.96
C -0.77 -1.31 -3.79
C 0.58 -1.27 -3.66
C 1.46 -0.58 -4.63
C 1.04 0.87 -5.01
C 0.46 -2.13 1.76
H 0.85 2.32 -3.39
H -1.64 2.43 -3.43
H -1.94 1.20 -5.84
H -2.95 0.80 -4.46
H -2.41 -1.31 -5.12
H -0.89 -0.81 -5.88
H -1.43 -1.88 -3.12
H 1.12 -1.91 -2.94
H 1.51 -1.18 -5.56
H 2.48 -0.56 -4.24
H 1.98 1.43 -5.23
H 0.49 0.82 -5.96
H 1.03 -1.24 2.07
H 0.93 -3.00 2.23
H -0.56 -2.06 2.16
O 1.17 0.75 8.99
N 0.05 0.37 8.56
O -0.86 -0.01 9.33
C -0.18 0.41 7.14
C 0.85 0.86 6.27
C 0.54 1.10 4.93
C -0.85 1.13 4.54
O -1.28 1.80 3.55
C -1.69 0.20 5.27
C -1.41 -0.04 6.62
N -2.60 -0.59 4.48
O -3.46 -1.28 5.03
O -2.43 -0.61 3.20
N 1.50 1.03 3.89
O 2.70 1.14 4.13
O 1.06 0.79 2.70
H 1.87 0.98 6.63
H -2.12 -0.59 7.25
```

Orbital gap (spin up / spin down) (eV): 2.8389 / 2.6272
HOMO (spin up / spin down) (eV): -4.105 / -4.013

Atomic partial charges in e from the Löwdin method, atoms 1 to 8: 0.864, 0.871, -0.381, -0.356, 0.034, -0.002, 0.074, 0.043

=====

no.,energy (eV),strongest force on any atom (Eh/bohr)
1,-33369.99387,0.0179
2,-60514.43632,0.1005